1.
DFT (the ωB97M-V functional and the def2-TZVPD basis) results for the ion C5H11N2 with charge +1 at a distorted geometry.

Its molar mass is 99.2 u. The value obtained for the calculated total energy is -8332.6377 eV. The energy above the lowest of the compared OMol25 structures with the same formula, charge and spin comes out at 103.3 kcal per mole.

```
! RIJCOSX wB97M-V def2-TZVPD def2/J DEFGRID3
* xyz 1 1
N -0.25 0.71 1.37
N -1.84 0.77 -0.33
C 1.33 -0.17 -0.07
C -0.07 -0.93 -2.00
C 1.07 0.08 1.43
C -1.01 -0.04 0.31
C 0.21 -1.00 -0.58
H -0.07 1.71 1.06
H -2.46 0.36 -1.07
H 1.21 0.79 -0.48
H -0.46 -1.92 -2.43
H 1.69 0.67 1.98
H 2.26 -0.71 -0.36
H 0.21 -1.99 0.01
H 0.94 -0.87 1.94
H -0.16 -0.06 -2.60
H -0.75 0.84 2.26
H -1.84 1.76 -0.46
*
```

2.
DFT (the ωB97M-V functional and the def2-TZVPD basis) results for a structure of composition C5H11N2 at a distorted geometry.

Its molar mass is 99.2 u. The value obtained for the calculated total energy is -8335.1880 eV. The energy above the lowest of the compared OMol25 structures with the same formula, charge and spin comes out at 44.5 kcal per mole.

```
! RIJCOSX wB97M-V def2-TZVPD def2/J DEFGRID3
* xyz 1 1
N -0.68 1.00 -1.32
N -0.40 -0.97 -1.01
C -0.08 -2.36 -0.85
C 0.67 0.54 0.92
C -0.54 -0.14 -2.01
C 0.38 1.62 1.98
C -0.50 0.36 -0.03
H -0.66 1.99 -1.44
H 0.20 -2.40 0.20
H -1.50 0.39 0.49
H 1.22 1.52 2.66
H -0.84 -3.13 -1.05
H -0.60 1.48 2.51
H 0.34 2.62 1.68
H 0.81 -2.64 -1.48
H -0.50 -0.36 -3.07
H 1.71 0.91 0.51
H 0.95 -0.44 1.30
*
```

3.
DFT (the ωB97M-V functional and the def2-TZVPD basis) results for the ion C5H11N2 with charge +1 at a distorted geometry.

Its molar mass is 99.2 u. The value obtained for the calculated total energy is -8331.6195 eV. The energy above the lowest of the compared OMol25 structures with the same formula, charge and spin comes out at 126.8 kcal per mole.

```
! RIJCOSX wB97M-V def2-TZVPD def2/J DEFGRID3
* xyz 1 1
N 1.19 0.20 -0.08
N -1.02 -0.53 -0.53
C 2.12 1.25 0.08
C -2.90 0.75 0.42
C -0.07 0.35 -0.28
C -2.41 -0.36 -0.28
C 1.72 -1.10 0.21
H -0.75 -1.51 -0.80
H -3.01 -1.21 0.26
H 1.72 2.10 -0.49
H -2.17 1.57 0.64
H 2.17 1.44 1.12
H 1.35 -1.81 -0.56
H -3.93 0.84 0.51
H 2.81 -0.96 0.24
H 3.14 1.30 -0.44
H -2.84 -0.46 -1.24
H 1.24 -1.53 1.17
*
```

4.
DFT (the ωB97M-V functional and the def2-TZVPD basis) results for the ion C5H11N2 with charge +1 at a distorted geometry.

Its molar mass is 99.2 u. Its structure (SMILES) is N[C@@]12C[NH2+]C[C@@H]1C2. The value obtained for the calculated total energy is -8334.4279 eV. The energy above the lowest of the compared OMol25 structures with the same formula, charge and spin comes out at 62.1 kcal per mole.

```
! RIJCOSX wB97M-V def2-TZVPD def2/J DEFGRID3
* xyz 1 1
N -1.75 -0.40 -1.45
N 0.56 1.05 1.01
C -0.51 1.19 -0.05
C 0.27 -1.18 0.17
C 0.72 -0.42 1.36
C 0.83 -0.59 -1.13
C -0.54 -0.08 -0.83
H 1.87 -0.47 1.71
H -0.31 1.88 -0.77
H -1.48 1.47 0.31
H 1.44 1.19 0.55
H -1.94 -0.15 -2.42
H 0.13 1.55 1.86
H -0.12 -2.31 0.15
H 1.74 0.01 -1.00
H 0.33 -0.63 2.27
H 0.91 -1.28 -1.99
H -2.49 -0.69 -0.92
*
```

5.
DFT (the ωB97M-V functional and the def2-TZVPD basis) results for the ion C5H11N2 with charge +1 at a distorted geometry.

Its molar mass is 99.2 u. Its structure (SMILES) is [NH2+]=C1CCNCC1. The value obtained for the calculated total energy is -8335.8761 eV. The energy above the lowest of the compared OMol25 structures with the same formula, charge and spin comes out at 28.7 kcal per mole.

```
! RIJCOSX wB97M-V def2-TZVPD def2/J DEFGRID3
* xyz 1 1
N 1.14 -0.07 0.83
N -2.07 0.01 0.61
C -0.33 1.34 -0.50
C -0.99 0.03 -0.01
C -0.41 -1.30 -0.55
C 1.03 -1.25 -0.06
C 1.09 1.21 0.13
H -0.91 -2.08 -0.11
H -0.33 1.42 -1.53
H 1.18 2.00 0.90
H -0.61 -1.38 -1.61
H 1.80 -1.37 -0.86
H 1.88 1.56 -0.51
H -2.37 -0.95 0.87
H -0.79 2.21 -0.19
H 1.26 -2.30 0.34
H 1.97 0.04 1.35
H -2.53 0.87 0.91
*
```

6.
DFT (the ωB97M-V functional and the def2-TZVPD basis) results for a cluster of 2 separate species, C5H11N2O in total.

Its molar mass is 115.2 u. The value obtained for the calculated total energy is -10388.9188 eV. The energy above the lowest of the compared OMol25 structures with the same formula, charge and spin comes out at 7.5 kcal per mole.

```
! RIJCOSX wB97M-V def2-TZVPD def2/J DEFGRID3
* xyz 0 2
O 0.37 4.08 0.70
N 0.97 1.10 0.84
N 1.27 -1.03 0.25
C 1.97 0.14 0.61
C -0.10 -0.79 0.31
C -1.13 -1.81 -0.01
C -0.27 0.50 0.65
C -1.20 -2.08 -1.52
H -2.11 -1.41 0.28
H 1.11 2.08 0.91
H -1.86 -2.89 -1.82
H -0.56 4.25 0.88
H -0.94 -2.73 0.55
H 3.01 0.33 0.54
H -0.24 -2.37 -1.95
H 0.67 4.66 0.00
H -1.44 -1.15 -2.03
H 1.68 -1.90 -0.01
H -1.20 1.03 0.84
*
```

7.
DFT (the ωB97M-V functional and the def2-TZVPD basis) results for the ion C5H11N2O with charge +1 at a distorted geometry.

Its molar mass is 115.2 u. The value obtained for the calculated total energy is -10382.2000 eV. The energy above the lowest of the compared OMol25 structures with the same formula, charge and spin comes out at 78.5 kcal per mole.

```
! RIJCOSX wB97M-V def2-TZVPD def2/J DEFGRID3
* xyz 1 1
O -0.75 2.23 -0.18
N 2.26 0.79 0.07
N 0.79 -0.95 -0.25
C 1.99 -0.47 -0.08
C -0.23 1.11 -0.60
C -0.65 -0.19 1.46
C -0.40 -0.14 -0.01
C -1.64 -0.76 -0.73
H -2.49 -0.67 -0.13
H 2.84 -1.15 -0.02
H 0.06 1.00 -1.68
H -0.43 -1.17 1.81
H -1.67 0.05 1.60
H -1.37 -1.88 -0.91
H 3.24 1.06 0.09
H -0.28 3.03 -0.67
H -1.84 -0.37 -1.77
H 0.59 -1.90 -0.07
H -0.02 0.36 2.08
*
```

8.
DFT (the ωB97M-V functional and the def2-TZVPD basis) results for the ion C5H11N2O with charge +1 at a distorted geometry.

Its molar mass is 115.2 u. Its structure (SMILES) is C/N=C/C/[N+](C)=C/O. The value obtained for the calculated total energy is -10383.4737 eV. The energy above the lowest of the compared OMol25 structures with the same formula, charge and spin comes out at 49.2 kcal per mole.

```
! RIJCOSX wB97M-V def2-TZVPD def2/J DEFGRID3
* xyz 1 1
O -2.48 1.65 -0.05
N 2.16 0.04 -0.38
N -1.23 -0.27 -0.01
C 0.06 -0.93 0.12
C 3.34 0.79 -0.15
C -1.37 1.01 0.05
C -2.37 -1.14 -0.24
C 1.22 -0.03 0.44
H -3.29 1.12 -0.18
H -3.11 -1.05 0.56
H 3.32 1.39 0.77
H -2.04 -2.18 -0.27
H -0.50 1.64 0.20
H 1.21 0.46 1.42
H 0.28 -1.43 -0.83
H 3.49 1.43 -1.02
H -2.84 -0.91 -1.20
H 4.18 0.10 -0.12
H -0.02 -1.70 0.90
*
```

calculated total energy of number 7 (C5H11N2O)? -10382.2000 eV